[1]
DFT (wB97M-V/def2-TZVPD) results for an isolated molecule of C30H32Cl2N3O2P at a distorted geometry.

For the total energy, the calculation gives -2738.764449 a.u. As for the HOMO-LUMO gap: 6.225 eV. The LUMO energy comes out at 0.23 eV.

Geometry as XYZ:
```
70
Properties=species:S:1:pos:R:3:forces:R:3:nbo_charge:R:1
Cl -0.20816 -1.48616 -4.03791 0.66 0.53 -0.56 -0.0017
Cl -5.44137 -3.61663 -1.31618 -0.35 -0.05 0.24 0.0217
P -1.01255 -0.36541 -0.95425 1.81 0.41 1.52 1.6425
O -1.73153 -3.78901 -4.68970 -0.29 -0.32 -0.07 -0.6697
O -3.70184 -1.57274 -0.18897 0.59 -0.07 -1.04 -0.5778
N 1.97097 -4.07256 2.64799 0.26 -0.25 0.08 -0.4311
N 3.77505 2.57023 -2.97935 0.25 0.15 -0.15 -0.4091
N -2.66378 3.63131 3.16051 -0.13 0.12 0.28 -0.4039
C -3.34062 -1.89293 -1.31589 -0.01 0.25 0.69 0.6347
C 2.82164 0.52735 -2.09640 -0.11 0.12 -0.06 -0.3135
C -1.52498 -2.02890 -3.10875 -1.40 -2.34 -0.31 -0.3499
C -1.59323 1.04024 0.04249 -0.24 0.18 -0.20 -0.5089
C -1.64214 4.35979 3.88092 0.13 0.14 -0.18 -0.4070
C 2.00755 -5.51517 2.59961 0.04 -0.24 0.09 -0.3980
C 2.67641 1.81777 -2.66693 -0.29 -0.12 0.07 0.2277
C -4.01692 3.92506 3.57877 -0.19 0.15 0.02 -0.3976
C -2.18534 -3.17878 -3.71039 1.25 1.82 0.75 0.3638
C -0.32387 -1.57529 0.19706 -0.09 0.08 0.17 -0.5110
C -0.66443 1.96556 0.57308 -0.09 -0.19 -0.03 -0.0805
C -2.36142 2.89330 2.05197 -0.03 -0.37 -0.19 0.2361
C 0.47291 -3.80566 0.73091 0.03 0.44 0.14 -0.3258
C 3.70841 3.98579 -3.27988 -0.02 0.09 -0.15 -0.4025
C -2.16295 -1.16386 -2.06031 -1.35 -0.32 -1.07 -0.7112
C 0.96211 -1.93912 2.22707 -0.08 -0.13 -0.22 -0.3442
C 0.23038 -1.10508 1.40340 0.02 -0.20 -0.32 -0.0784
C -1.03252 2.87712 1.55314 -0.26 -0.32 -0.13 -0.3357
C 0.26071 1.58890 -2.47143 0.35 -0.21 0.27 -0.1389
C -3.32792 2.07468 1.40273 0.45 0.18 -0.04 -0.3117
C 2.72375 -3.50342 3.74425 -0.14 0.08 0.10 -0.4077
C -3.46630 -3.59891 -3.11265 -0.10 0.39 0.86 -0.1318
C 0.42361 0.37417 -1.78204 -0.05 -0.07 -0.22 -0.4635
C -2.93454 1.17091 0.42810 0.02 0.14 0.23 -0.0623
C 5.12064 2.04156 -2.89453 0.02 -0.07 0.09 -0.4051
C 1.13794 -3.30398 1.88663 -0.22 0.22 -0.31 0.3068
C 1.36222 2.30626 -2.90880 0.08 -0.23 0.10 -0.2964
C 1.70999 -0.18335 -1.67313 -0.41 0.39 0.08 -0.0643
C -0.21661 -2.94195 -0.11834 0.20 0.07 0.46 -0.0843
C -4.00111 -3.00793 -2.02352 0.68 0.06 -0.76 -0.1995
H 1.21495 3.25004 -3.43367 -0.02 -0.39 0.14 0.2176
H 3.54660 -4.18043 3.99317 -0.13 0.14 -0.05 0.2086
H 0.53477 -4.86219 0.47915 -0.04 0.37 -0.05 0.2168
H -0.73701 3.75501 3.98762 -0.14 0.06 0.08 0.2083
H 1.49552 -5.90465 1.71940 0.17 0.03 0.24 0.2140
H -3.67593 0.51261 -0.00947 0.08 0.14 0.18 0.2384
H -4.37331 2.10439 1.69966 0.31 -0.05 -0.18 0.2161
H 1.41803 -1.53303 3.12982 -0.30 -0.13 -0.30 0.2170
H 2.10283 -3.37015 4.64352 0.12 0.01 -0.06 0.1890
H 0.10638 -0.06485 1.69897 0.03 -0.25 -0.10 0.2154
H -4.07947 3.85497 4.67255 -0.06 -0.06 -0.24 0.2003
H -4.72952 3.22647 3.14082 0.11 0.17 0.20 0.2129
H 0.37587 1.96262 0.23819 -0.35 -0.07 0.08 0.2225
H 3.05560 -5.84433 2.58020 -0.24 -0.04 -0.11 0.1973
H 3.93192 4.17562 -4.34099 -0.11 0.01 0.18 0.1951
H 5.55867 2.19136 -1.89446 -0.05 -0.05 -0.14 0.1884
H -3.95383 -4.45846 -3.55662 0.02 0.04 -0.06 0.2341
H -0.74164 1.97930 -2.64913 0.24 0.01 0.08 0.2214
H -2.60853 -0.28289 -2.58041 -0.37 -0.12 0.22 0.2610
H -0.65751 -3.32097 -1.04081 0.11 0.05 0.15 0.2409
H 2.72092 4.39192 -3.05070 0.30 -0.03 0.00 0.2127
H 1.54421 -5.95229 3.50060 0.02 0.07 -0.25 0.1902
H 3.13963 -2.53162 3.46624 0.06 -0.17 0.05 0.2075
H 5.75460 2.56080 -3.62449 -0.15 -0.16 0.14 0.2068
H 5.13286 0.97138 -3.11915 0.09 0.27 -0.08 0.2123
H -0.28589 3.55319 1.96520 -0.19 -0.20 -0.22 0.2199
H -2.02047 4.60900 4.87701 0.09 -0.08 -0.18 0.2097
H -4.31502 4.94874 3.29380 0.04 -0.24 0.01 0.1899
H 4.45245 4.53503 -2.68439 -0.17 -0.15 -0.06 0.1971
H -1.36827 5.29828 3.37449 0.00 -0.09 0.10 0.1891
H 3.81377 0.09649 -1.95558 -0.42 0.13 0.00 0.2163
H 1.83670 -1.17451 -1.23987 -0.01 0.26 0.00 0.2229
```
Positions in Å, forces in eV/Å.

[2]
DFT (wB97M-V/def2-TZVPD) results for a structure of composition C30H32ClHfN3SSi2 at a distorted geometry.

The calculation puts the energy above the lowest of the compared OMol25 structures with the same formula, charge and spin at 0.936 eV. For the total energy, the calculation gives -2811.514197 a.u. Its charge is +2. As for the HOMO-LUMO gap (spin up / spin down): 5.489 / 5.491 eV. The LUMO energy (spin up / spin down) comes out at -7.04 / -7.04 eV.

Geometry as XYZ:
```
70
Properties=species:S:1:pos:R:3:forces:R:3:nbo_charge:R:1
Hf -0.17953 -0.78868 2.76970 1.77 1.81 -0.04 1.6985
Cl 0.94981 1.29692 2.57616 0.37 0.58 0.17 -0.4094
S 1.06289 -2.68185 3.85790 0.81 -0.72 0.95 -0.1051
Si 1.90105 1.95186 -0.88361 -2.64 -1.05 1.61 1.5068
Si -0.63239 -0.72450 -1.54066 -0.49 0.21 -3.44 1.4997
N 0.53559 -0.02376 5.04013 0.56 0.41 0.81 -0.6397
N 1.89063 -3.03422 6.39106 -0.45 0.80 -1.07 -0.7282
N 0.81159 -1.04678 5.97699 0.37 0.25 0.53 -0.4241
C -0.58321 3.13867 0.12843 -0.14 -0.49 -0.37 -0.2103
C 1.28142 -2.21455 5.50429 0.37 -0.80 0.80 0.3728
C -0.04920 -2.82294 -5.06690 -0.03 -0.02 0.41 -0.2212
C -2.42807 -0.77879 1.92758 -0.70 -0.21 1.17 -0.3329
C -2.29875 0.32239 2.83133 -0.86 -0.85 0.56 -0.3496
C -1.67113 4.98851 -0.97610 0.36 -0.29 -0.19 -0.1777
C -1.62928 1.60511 -2.80196 0.05 0.23 -0.27 -0.1404
C -0.51550 5.18526 -1.74273 -0.33 0.24 0.06 -0.2170
C -2.25115 -1.99595 2.67670 -0.80 0.83 0.26 -0.3255
C 0.56433 4.31727 -1.63239 -0.16 -0.70 0.10 -0.1173
C 1.04356 -2.98536 -2.50243 0.04 0.01 -0.42 -0.1978
C 1.59639 0.23250 -0.28499 0.45 0.60 0.45 -0.5427
C -0.58299 2.77795 -4.64470 -0.13 0.00 0.18 -0.1962
C 2.66333 -0.59854 0.03656 -0.13 0.97 -0.58 -0.0662
C 0.06521 -1.62587 0.67581 0.71 -2.50 0.89 -0.6149
C 1.01913 -3.69731 -4.83460 -0.14 0.24 0.30 -0.1816
C 2.49012 -1.88868 0.54728 0.35 -1.10 0.85 -0.3481
C -2.00761 -1.65261 4.04177 -1.16 0.44 -0.26 -0.3602
C 0.03089 -2.04242 -2.73767 0.05 -0.72 0.38 -0.5168
C 0.51488 3.21419 -0.74960 0.17 0.60 -0.38 -0.5567
C 0.21115 -0.28130 0.02740 0.00 0.62 -0.19 -0.8056
C -0.55367 -2.03556 -4.02294 0.21 0.08 -0.19 -0.1211
C -1.70160 3.94855 -0.04342 0.29 0.29 0.03 -0.2034
C -2.04601 -0.21720 4.14215 -1.35 -0.36 -0.75 -0.3363
C -1.66218 2.61253 -3.76608 0.19 0.05 -0.03 -0.1977
C -0.51814 0.76939 -2.69274 -0.09 -0.04 0.47 -0.5096
C 1.54407 -3.78478 -3.54335 -0.04 -0.03 0.14 -0.2107
C 0.55184 1.98032 -4.51469 0.21 0.12 0.05 -0.1978
C 1.24124 -2.43025 0.80912 -0.39 0.69 -0.95 -0.0759
C 0.60152 1.00019 -3.51816 0.11 0.11 0.01 -0.2434
H -2.52563 3.27405 -3.82481 0.18 -0.19 -0.11 0.2307
H -2.35827 -3.00317 2.28324 0.22 0.22 0.05 0.2794
H -0.41993 0.51736 0.45568 0.01 -0.23 -0.02 0.2905
H -0.87013 -2.18583 0.52590 0.53 0.13 -0.34 0.2612
H -0.62344 3.54377 -5.41894 -0.01 -0.20 0.19 0.2355
H 3.68303 -0.23983 -0.14283 -0.31 -0.20 0.01 0.2393
H -2.74057 -0.70802 0.89002 0.37 -0.03 0.13 0.2849
H -2.49758 1.36659 2.59773 0.33 -0.28 0.05 0.2841
H 2.28625 -3.90203 6.05500 -0.14 0.05 0.09 0.4446
H -2.59492 3.76107 0.55310 0.27 0.25 -0.01 0.2192
H 1.44336 4.45515 -2.26208 -0.25 0.05 -0.02 0.2114
H -0.58013 2.43022 0.95455 -0.12 0.01 -0.37 0.2041
H 1.36794 0.57803 4.95663 -0.12 -0.39 -0.28 0.4165
H 2.14770 -2.72655 7.32444 -0.12 -0.12 -0.28 0.4267
H -0.47389 5.99862 -2.46913 -0.01 -0.17 0.29 0.2366
H 1.50555 0.38757 -3.41981 -0.47 -0.02 -0.22 0.2279
H 1.10105 -3.49731 1.02803 0.27 0.47 0.08 0.2500
H 1.10323 -0.73973 6.91466 -0.21 -0.24 -0.56 0.4129
H 1.41797 -4.31410 -5.64621 -0.14 0.27 0.36 0.2345
H -2.10157 0.36048 5.06425 0.27 -0.21 -0.35 0.2583
H 2.35392 -4.48770 -3.33415 -0.27 0.21 -0.06 0.2239
H -1.94854 -2.36138 4.87248 0.19 0.37 -0.41 0.2813
H -0.48918 -2.75731 -6.06154 0.03 -0.02 0.29 0.2317
H -1.40662 -1.38166 -4.22807 0.33 -0.10 -0.01 0.2089
H 2.96813 2.45691 -0.10306 1.81 0.29 -0.22 -0.1513
H 1.45445 -3.10698 -1.50101 0.05 0.06 -0.39 0.1953
H 1.40849 2.11371 -5.18633 -0.40 -0.01 0.29 0.2336
H -2.53824 5.63127 -1.10746 0.19 -0.10 0.00 0.2358
H -2.05495 -1.01036 -1.27868 -0.13 0.08 0.33 -0.1729
H 3.36513 -2.50722 0.72557 -0.08 0.14 -0.04 0.2463
H -0.15796 0.60771 5.45969 0.12 -0.49 -0.28 0.4145
H -2.48487 1.45696 -2.13751 0.18 0.08 -0.26 0.2074
```
Positions in Å, forces in eV/Å.

[3]
DFT (wB97M-V/def2-TZVPD) results for a structure of composition C30H32ClN3PbSSi2 at a distorted geometry.

The calculation puts the energy above the lowest of the compared OMol25 structures with the same formula, charge and spin at 0.000 eV. For the total energy, the calculation gives -2956.670994 a.u. As for the HOMO-LUMO gap (spin up / spin down): 3.167 / 3.169 eV. The LUMO energy (spin up / spin down) comes out at -2.39 / -2.39 eV.

Geometry as XYZ:
```
70
Properties=species:S:1:pos:R:3:forces:R:3:nbo_charge:R:1
Pb 0.41269 0.58602 1.99620 1.22 1.58 3.53 0.9514
Cl -1.57491 2.13307 1.29430 -0.51 -0.13 -0.61 -0.6763
S 1.93742 2.70195 0.74342 -0.20 0.86 -0.27 -0.2076
Si -2.08850 0.86231 -2.75439 -1.36 0.56 1.59 1.1627
Si 0.18817 -0.97460 0.02195 0.22 -1.79 -0.86 0.9930
N 2.83559 5.19090 1.10226 -0.05 -0.12 -0.57 -0.7826
N 1.10947 4.65487 2.46386 0.55 -0.57 -0.35 -0.4459
N 0.37098 3.63675 3.13555 -0.65 0.17 -0.05 -0.6562
C -5.56898 -1.21172 -0.43434 0.39 0.02 -0.13 -0.1940
C -3.76610 0.38431 -0.59071 -0.01 -0.17 0.31 -0.1949
C -0.26123 0.66567 -2.54534 2.02 1.16 0.93 -0.2984
C 3.08841 1.91247 4.47236 0.29 0.35 -0.36 -0.3244
C -3.55209 -3.67560 0.96352 0.29 0.28 0.07 -0.1975
C -2.92392 -3.01934 2.02196 0.03 0.00 0.08 -0.2353
C -1.84328 -2.16252 1.78923 0.09 0.14 -0.32 -0.1317
C 1.29442 -2.34941 -2.21535 0.40 -0.17 0.05 -0.2232
C 0.46728 0.55850 -1.24198 -0.09 -0.46 -1.90 -0.7725
C 4.46352 2.69162 2.79252 -0.33 -0.76 0.08 -0.3451
C -1.97608 -2.65726 -0.56497 -0.41 -0.27 0.19 -0.1812
C -4.25962 -1.03438 -2.48042 0.10 -0.09 0.39 -0.1378
C -1.38583 -1.93343 0.47652 -0.08 -0.02 -0.27 -0.5279
C 4.06978 1.36689 2.45354 0.32 0.38 0.67 -0.3516
C 1.84769 1.39771 -3.60627 -0.28 -0.12 0.64 -0.0934
C 1.11919 -2.38661 -0.82235 0.16 -0.21 -0.44 -0.5127
C -4.78406 -0.21357 0.15092 -0.18 -0.08 -0.05 -0.2021
C 1.50108 -3.56694 -0.15249 0.08 -0.09 -0.41 -0.1214
C 1.90633 -3.39560 -2.91562 -0.02 0.02 0.20 -0.2031
C 0.47037 1.11764 -3.64870 -0.46 -0.53 -0.41 -0.2000
C 2.57674 1.13257 -2.43550 0.06 0.04 -0.55 -0.2481
C 1.95490 0.56898 -1.34562 -0.73 0.12 -0.10 0.0186
C -3.04441 -3.51581 -0.32403 -0.10 0.11 -0.10 -0.1952
C 3.85341 3.03129 4.03589 -0.42 -0.80 -0.22 -0.3470
C 2.08085 -4.63257 -0.85450 -0.02 0.27 0.08 -0.2250
C 3.24264 0.87314 3.50550 -0.15 0.41 -0.35 -0.3813
C 1.94786 4.23205 1.46229 -0.26 0.32 1.17 0.3309
C -5.30936 -1.60855 -1.75400 0.00 0.05 0.03 -0.2444
C 2.32603 -4.53544 -2.23001 -0.28 0.23 0.05 -0.2054
C -3.44223 -0.06453 -1.87562 -0.23 0.16 0.31 -0.4978
H 1.33519 -3.66136 0.92094 0.03 -0.01 -0.21 0.2085
H -1.58859 -2.55668 -1.57955 -0.15 -0.05 0.19 0.2085
H 1.53168 5.33502 3.10038 -0.22 -0.47 -0.33 0.3883
H -4.05217 -1.35568 -3.50407 -0.10 0.01 0.29 0.2039
H -4.44075 -4.28619 1.13447 0.36 0.07 0.00 0.2176
H 0.95945 -1.47519 -2.77086 0.07 -0.20 -0.02 0.2001
H -3.18805 1.19952 -0.14579 -0.27 -0.44 -0.10 0.2443
H -6.35541 -1.70182 0.14906 0.26 0.20 -0.29 0.2161
H 3.41734 5.03276 0.29098 -0.16 0.01 0.30 0.4138
H 3.97626 3.97525 4.56898 -0.03 -0.27 -0.10 0.1882
H 2.67268 6.14800 1.39166 0.09 -0.33 -0.16 0.3937
H -0.41304 3.36177 2.50573 0.53 0.58 0.73 0.3935
H -3.27927 -3.17783 3.04013 0.10 0.08 -0.22 0.2176
H 3.63781 1.37428 -2.40330 -0.14 -0.43 -0.02 0.2420
H 2.04066 -3.31317 -3.99568 0.00 -0.05 0.30 0.2136
H 2.81608 -5.34797 -2.77007 -0.20 0.20 0.21 0.2184
H -0.01778 4.05845 3.98484 0.14 -0.23 -0.47 0.3642
H 2.83917 -0.13822 3.57766 0.23 0.15 0.10 0.1913
H 2.48980 1.85458 5.38652 0.30 0.01 -0.35 0.1960
H 2.57257 0.06766 -0.59042 -0.28 0.65 0.11 0.2492
H 2.34335 -5.55256 -0.33044 0.00 0.31 -0.06 0.2185
H 0.06211 1.39061 -0.62321 0.03 -0.24 0.06 0.3700
H -4.95243 0.09159 1.18964 0.00 -0.05 -0.45 0.2221
H -1.33873 -1.68518 2.63709 -0.32 -0.13 -0.23 0.2012
H -0.07137 1.31813 -4.58332 0.30 -0.22 0.31 0.2208
H -3.51288 -4.03683 -1.15331 0.08 0.03 0.07 0.2152
H 2.35186 1.77064 -4.50288 -0.20 0.00 0.40 0.2306
H -2.30478 0.51657 -4.06878 -0.11 -0.38 -2.48 -0.1929
H -5.90897 -2.40872 -2.19492 0.14 0.33 0.04 0.2136
H 4.35743 0.81935 1.55580 0.05 0.09 0.25 0.1851
H -2.38973 2.29343 -2.51412 0.25 0.03 -0.03 -0.1376
H 5.12627 3.32898 2.20725 -0.18 -0.15 0.14 0.1893
```
Positions in Å, forces in eV/Å.